(1)
DFT (ωB97M-V/def2-TZVPD) results for a cluster of 13 separate species, H26O13 in total in a non-equilibrium geometry.

Geometry as XYZ:
```
39
Properties=species:S:1:pos:R:3:forces:R:3:mulliken_charge:R:1
H -0.16837 0.49438 0.59942 1.730 -2.633 1.678 0.2108
H -1.69032 0.67338 0.42554 1.334 0.201 -0.252 0.1966
H 3.14719 -0.19622 -1.54682 1.024 -0.350 0.112 0.2906
H 4.65439 -0.52448 -1.16620 1.655 -1.144 2.914 0.2943
H -3.59009 -2.63111 -1.09865 -0.946 0.037 -0.895 0.2897
H -2.48433 -3.04267 -0.20225 -1.250 2.232 -0.238 0.3138
H -2.19659 -1.23100 3.05416 -0.014 -0.002 -0.522 0.3191
H -0.64448 -0.74368 3.10937 -2.803 -0.650 1.347 0.2995
H 1.42435 0.85340 0.94441 0.379 -0.624 -0.479 0.2657
H 1.70512 2.12498 1.58748 -1.072 -0.754 0.656 0.2782
H 0.51053 -0.45405 -3.34558 -2.835 3.331 1.194 0.2672
H 1.14271 -1.72795 -2.74763 -0.103 0.889 -0.651 0.3215
H -3.64753 1.36647 2.52865 0.304 0.066 0.093 0.3252
H -3.77212 1.02680 1.06568 2.031 -0.564 -3.118 0.3022
H 3.86953 -2.10193 1.72255 -1.134 -0.296 -0.184 0.2816
H 2.20643 -2.14855 1.59025 3.372 0.502 -0.410 0.3741
H 1.42599 3.73302 -0.91933 -1.053 2.527 -1.380 0.3043
H 0.95767 5.16455 -0.50468 0.083 -0.469 -1.006 0.3157
H -1.16222 2.47884 -2.42239 0.135 -0.235 0.158 0.2571
H -0.91713 1.10727 -1.87685 0.653 -4.610 -1.315 0.2765
H 3.34200 -1.44396 3.61673 -1.656 -1.196 -0.139 0.3395
H 2.04607 -1.26838 2.95825 -1.589 2.301 -0.586 0.3798
H -3.93339 1.19484 -3.14338 -0.671 -1.351 0.570 0.3047
H -5.25361 1.56879 -3.34061 -2.068 1.461 -0.637 0.3004
H 1.20145 -2.78675 -0.29799 0.026 -0.040 0.013 0.2486
H 2.49485 -1.89851 -0.20539 -0.300 -0.692 -0.423 0.3707
O -0.79223 1.06343 0.29260 -4.488 0.702 -0.122 -0.4394
O 4.08509 -0.24472 -1.80948 -2.652 1.509 -3.111 -0.5950
O -3.06496 -2.22563 -0.42504 2.244 -2.208 1.169 -0.5926
O -1.49294 -0.98314 3.65220 2.721 0.757 -0.858 -0.6299
O 1.06202 1.36806 1.65916 2.629 1.556 0.817 -0.5527
O 1.05753 -1.13280 -3.53031 3.039 -4.197 -0.431 -0.6039
O -4.25245 1.18181 1.81235 -2.374 0.504 3.045 -0.6124
O 3.07648 -1.64899 1.39135 -0.620 0.262 -4.232 -0.6686
O 1.11421 4.63769 -1.32479 0.871 -2.042 2.314 -0.6223
O -1.03901 1.94743 -1.61664 -1.140 6.152 -1.140 -0.5114
O 2.50965 -1.94776 3.35693 1.815 -1.281 6.213 -0.7048
O -4.84091 0.80147 -3.02014 2.758 -0.124 0.110 -0.6020
O 1.90938 -2.40432 -0.82292 -0.034 0.476 -0.274 -0.5924
```
Forces are in eV/Å.

As for the energy above the lowest of the compared OMol25 structures with the same formula, charge and spin: 180.0 kcal per mole. As for the frontier orbital gap: 10.1 eV. The value obtained for the total energy is -993.4863 Eh.

(2)
DFT (ωB97M-V/def2-TZVPD) results for a cluster of 2 separate species, C2ClF4NO2 in total in a non-equilibrium geometry.

Geometry as XYZ:
```
10
Properties=species:S:1:pos:R:3:forces:R:3:mulliken_charge:R:1
C -0.26773 0.45273 -0.09244 -1.623 -3.307 -2.813 0.4214
C 1.20667 0.06922 0.18533 -0.331 -0.433 -2.208 0.7077
N -1.30272 -0.65732 0.22417 6.697 9.555 -0.968 0.7823
O -2.13744 -0.33691 1.02761 -4.802 -0.078 3.468 -0.4271
O -1.16150 -1.68155 -0.34827 -0.077 -7.135 -2.992 -0.2963
F -0.36966 0.32133 -2.06541 0.262 0.070 3.167 -0.5116
F 1.54428 -1.06307 -0.54849 -0.140 2.259 1.329 -0.2031
F 1.31454 -0.18568 1.45626 0.063 -0.863 1.410 -0.2133
F 1.99799 1.11978 -0.03884 -0.002 -0.721 -0.770 -0.2185
Cl -0.82442 1.96147 0.20008 -0.046 0.653 0.376 -0.0415
```
Forces are in eV/Å.

As for the energy above the lowest of the compared OMol25 structures with the same formula, charge and spin: 34.0 kcal per mole. As for the frontier orbital gap (spin up / spin down): 7.9 / 6.9 eV. The value obtained for the total energy is -1140.7818 Eh. The spin multiplicity is 3.

(3)
DFT (ωB97M-V/def2-TZVPD) results for the molecule C5H5NO in a non-equilibrium geometry.

Geometry as XYZ:
```
12
Properties=species:S:1:pos:R:3:forces:R:3:mulliken_charge:R:1
N -1.94942 2.19717 1.94907 4.573 -5.211 -2.775 -0.5113
C -1.21265 1.36423 1.42587 -4.947 4.521 1.390 0.0509
C -0.44465 0.53939 0.51333 0.369 0.620 1.788 0.3141
C 0.85759 0.51695 0.74695 3.701 1.786 1.542 -0.2209
O 1.70136 -0.11460 -0.07711 -2.038 -2.255 -0.925 -0.3816
C 0.76044 -0.94805 -0.92955 0.547 0.023 -1.023 -0.3230
C -0.70346 -0.43366 -0.57441 -1.277 -0.856 -2.607 -0.2219
H 1.53218 1.03937 1.50463 -1.767 -0.381 -0.721 0.3650
H 0.91049 -2.09950 -0.87530 -0.155 2.080 0.826 0.2469
H 1.07583 -0.72981 -1.96039 -0.345 0.180 0.304 0.2199
H -1.19441 -1.34374 -0.17637 -0.411 0.743 -0.410 0.2079
H -1.33328 0.01226 -1.54671 1.751 -1.250 2.611 0.2540
```
Forces are in eV/Å.

As for the SMILES: N#CC1=COCC1. As for the energy above the lowest of the compared OMol25 structures with the same formula, charge and spin: 56.1 kcal per mole. As for the frontier orbital gap: 9.8 eV. The value obtained for the total energy is -323.4303 Eh.

(4)
DFT (ωB97M-V/def2-TZVPD) results for a cluster of 2 separate species, C4H12 in total in a non-equilibrium geometry.

Geometry as XYZ:
```
16
Properties=species:S:1:pos:R:3:forces:R:3:mulliken_charge:R:1
C 1.60832 2.63257 0.88647 -0.422 -0.738 -0.450 -0.8302
C 1.03906 1.85293 -0.36107 1.172 1.029 0.877 -0.5345
H 1.51177 1.96042 1.73404 0.368 0.325 0.396 0.2675
H 2.64119 2.90436 0.68929 0.265 -0.371 0.212 0.2577
H 1.16887 3.59634 1.11337 -0.714 -0.068 0.003 0.2756
H 0.38886 2.52664 -0.91238 0.155 -0.298 -0.518 0.2379
H 1.97778 1.58748 -0.85500 -0.633 -0.047 -0.841 0.2429
H 0.52997 0.91803 -0.14424 -0.198 0.154 0.320 0.0837
C -0.88557 -2.70163 0.16232 0.000 -0.504 -1.701 -0.8036
C -1.84028 -1.82394 -0.66976 -0.076 0.962 1.003 -0.8112
H -0.83894 -2.45491 1.21584 -0.520 -0.408 0.191 0.2586
H -1.16714 -3.72778 -0.12258 0.324 0.015 1.017 0.2900
H 0.14393 -2.59542 -0.19382 -0.089 0.149 -0.048 0.2587
H -1.41379 -1.54530 -1.62976 -0.068 -0.078 -0.090 0.2529
H -2.01331 -0.90640 -0.09661 0.053 0.196 -0.362 0.2251
H -2.85072 -2.22338 -0.81611 0.386 -0.315 -0.010 0.3287
```
Forces are in eV/Å.

As for the SMILES: CC.CC. As for the energy above the lowest of the compared OMol25 structures with the same formula, charge and spin: 13.6 kcal per mole. As for the frontier orbital gap: 12.7 eV. The value obtained for the total energy is -159.5633 Eh.

(5)
DFT (ωB97M-V/def2-TZVPD) results for the molecule C6H11N in a non-equilibrium geometry.

Geometry as XYZ:
```
18
Properties=species:S:1:pos:R:3:forces:R:3:mulliken_charge:R:1
H -2.84867 0.01533 -0.70494 0.287 0.164 0.320 0.2353
N -2.05973 0.14699 -1.33682 -0.539 -0.410 -0.759 -0.7548
C -0.98465 0.53385 -0.82327 1.651 0.484 0.116 0.7243
C 0.24721 0.78069 -1.74494 -1.288 -0.325 0.097 -1.1649
C -0.77153 0.89498 0.65463 -0.493 -0.246 -0.155 -0.7287
C 0.63337 0.67419 1.11128 0.563 -0.226 -0.411 -0.3935
C 1.25140 -0.50562 1.07130 -0.262 0.215 0.747 -0.1224
C 0.60327 -1.82864 0.82127 -0.011 0.115 -0.178 -1.1112
H 1.13506 0.19636 -1.51938 -0.111 0.021 0.382 0.3069
H -0.04946 0.52219 -2.75599 -0.120 0.155 -0.145 0.3705
H 0.49515 1.83828 -1.69350 0.176 0.122 -0.008 0.3071
H -1.47125 0.30090 1.25595 -0.044 0.198 -0.079 0.3695
H -1.03637 1.95260 0.76666 -0.047 -0.151 0.043 0.3286
H 1.21577 1.56303 1.31735 0.111 -0.011 0.122 0.3353
H 2.30173 -0.54912 1.32362 0.172 0.086 0.030 0.3753
H 0.94266 -2.23483 -0.13186 -0.003 -0.154 -0.079 0.2588
H -0.48077 -1.76206 0.78744 -0.083 0.005 -0.033 0.2837
H 0.87680 -2.53913 1.60120 0.041 -0.038 -0.010 0.3802
```
Forces are in eV/Å.

As for the SMILES: [H]/N=C(/C)C/C=C\C. As for the energy above the lowest of the compared OMol25 structures with the same formula, charge and spin: 23.2 kcal per mole. As for the frontier orbital gap: 10.2 eV. The value obtained for the total energy is -289.9347 Eh.

(6)
DFT (ωB97M-V/def2-TZVPD) results for the molecule C26H23Cl2N3O3S2 in a non-equilibrium geometry.

Geometry as XYZ:
```
59
Properties=species:S:1:pos:R:3:forces:R:3:mulliken_charge:R:1
O -2.33558 -2.01122 -4.20114 -0.022 -0.126 0.029 -0.6178
C -1.70035 -1.25633 -3.50550 0.009 -0.037 0.056 -0.5195
N -1.16187 -0.10528 -4.03449 -0.305 -0.028 -0.693 -0.0031
C -0.36490 0.80673 -3.39478 0.666 1.159 -0.115 0.3909
N 0.04248 0.71687 -2.18407 -0.126 -0.510 -0.114 -0.0153
C 0.78905 1.78654 -1.79309 0.112 0.913 -0.817 -2.0159
C 1.18780 1.82283 -0.38704 0.099 0.025 0.397 0.3563
C 1.48057 0.62263 0.25732 0.064 0.133 -0.082 -0.4593
C 1.79030 0.60674 1.60415 0.050 -0.005 0.059 -0.3991
C 1.80537 1.79126 2.32214 0.020 0.014 0.040 -0.6806
C 1.50742 2.98807 1.68973 0.024 0.078 0.083 -0.7036
C 1.19501 3.00878 0.34372 -0.054 -0.126 -0.061 -0.1591
C 0.99737 2.73361 -2.76888 -0.337 -0.754 0.220 1.0807
C 1.81069 3.93555 -2.75298 0.273 0.402 -0.085 0.9372
C 1.43141 5.05437 -3.49385 0.017 -0.124 0.109 -0.6457
C 2.20949 6.19598 -3.48730 0.060 0.117 -0.050 -0.6536
C 3.38090 6.23505 -2.74959 0.003 0.073 -0.016 -0.4236
C 3.77509 5.12116 -2.02504 0.051 0.017 0.054 -0.7012
C 3.00233 3.97686 -2.02670 -0.055 -0.005 -0.152 -0.2111
S 0.16563 2.25804 -4.23364 -0.019 -0.485 0.578 -0.3237
C -1.42952 -1.47670 -2.05102 -0.321 -0.459 0.414 0.7558
C -0.50837 -2.44658 -1.67237 -0.153 0.087 -0.018 -0.8726
C -0.23248 -2.64542 -0.33035 0.109 -0.052 -0.068 -0.9092
C -0.88372 -1.87628 0.61337 0.122 0.040 0.486 0.5452
S -0.50772 -2.15655 2.33608 -0.616 -0.437 -0.190 1.2076
O 0.87660 -2.48702 2.49157 0.195 -0.291 -0.164 -0.7182
O -1.04806 -1.08626 3.12492 -0.145 0.052 -0.219 -0.7276
N -1.37808 -3.57974 2.59596 0.637 0.860 -0.242 0.4370
C -0.77472 -4.52377 3.50950 0.516 -0.094 0.288 -1.0233
C -0.67172 -3.96357 4.92693 -0.144 0.029 -0.161 -0.1670
Cl -0.05248 -5.21161 6.02502 0.105 -0.159 0.149 -0.2224
C -2.81202 -3.39443 2.63975 -0.486 0.122 -0.355 -1.0385
C -3.45530 -4.03412 1.41026 0.182 0.007 0.101 -0.0669
Cl -5.19010 -3.65635 1.37723 -0.227 0.023 0.006 -0.2261
C -1.82324 -0.92935 0.25194 -0.113 0.105 0.065 -0.4750
C -2.10561 -0.73447 -1.08761 -0.004 -0.324 -0.079 -0.4774
H -1.35653 0.05842 -5.01595 -0.051 -0.176 0.194 0.2890
H 1.46247 -0.29402 -0.31202 -0.024 -0.090 -0.040 0.5961
H 2.00431 -0.33126 2.09232 0.048 -0.065 0.054 0.5446
H 2.04118 1.78091 3.37534 0.013 -0.004 0.105 0.4110
H 1.50786 3.91123 2.25065 -0.009 0.068 0.056 0.4108
H 0.94167 3.94045 -0.14057 -0.026 0.060 -0.020 0.5686
H 0.51662 5.02355 -4.06896 -0.092 0.052 -0.027 0.4043
H 1.90090 7.05740 -4.06078 -0.020 0.074 -0.044 0.3816
H 3.98850 7.12740 -2.74455 0.050 0.075 -0.002 0.3916
H 4.69476 5.14184 -1.45955 0.082 0.004 0.046 0.4026
H 3.31803 3.10587 -1.47289 0.040 -0.051 0.030 0.5557
H -0.00205 -3.02791 -2.42771 0.064 -0.067 -0.057 0.4484
H 0.49376 -3.37136 -0.00157 0.112 -0.145 -0.061 0.5239
H 0.22819 -4.73274 3.13256 -0.088 -0.217 0.177 0.3979
H -1.35920 -5.44703 3.50059 0.033 0.089 -0.047 0.4791
H 0.01868 -3.12083 4.94742 -0.082 -0.072 0.070 0.2656
H -1.64495 -3.65114 5.30691 0.086 0.023 -0.043 0.2977
H -3.01997 -2.32138 2.65447 -0.266 -0.156 0.067 0.4247
H -3.23914 -3.83292 3.54555 0.067 0.098 -0.003 0.5452
H -3.35646 -5.11909 1.43290 0.039 0.074 -0.040 0.3541
H -3.01671 -3.64356 0.49228 -0.010 -0.057 0.091 -0.0014
H -2.30072 -0.34376 1.02114 -0.110 0.111 0.054 0.5605
H -2.83288 0.00393 -1.38775 -0.041 0.130 -0.014 0.4937
```
Forces are in eV/Å.

As for the SMILES: O=C(Nc1nc(-c2ccccc2)c(-c2ccccc2)s1)c1ccc(S(=O)(=O)N(CCCl)CCCl)cc1. As for the energy above the lowest of the compared OMol25 structures with the same formula, charge and spin: 2.6 kcal per mole. As for the frontier orbital gap: 8.0 eV. The value obtained for the total energy is -3111.3519 Eh.

Question: What is the energy above the lowest of the compared OMol25 structures with the same formula, charge and spin in the third record?
Answer: 56.1 kcal per mole